1.
{"formula": "C36H55CrO21", "method": "ωB97M-V with the def2-TZVPD basis set", "multiplicity": 4, "total_energy_ev": -109641.38007, "fmax_ev_per_a": 6.3, "charge": 0, "homo_lumo_gap_ev": [8.8520, 9.5440], "species": ["Cr", "C", "C", "O", "O", "H", "H", "H", "C", "C", "O", "O", "H", "H", "H", "O", "H", "O", "C", "O", "C", "C", "C", "H", "H", "H", "H", "H", "H", "O", "C", "O", "C", "C", "C", "H", "H", "H", "H", "H", "H", "O", "C", "O", "C", "C", "C", "H", "H", "H", "H", "H", "H", "O", "C", "O", "C", "C", "C", "H", "H", "H", "H", "H", "H", "O", "C", "O", "C", "C", "C", "H", "H", "H", "H", "H", "H", "O", "C", "O", "C", "C", "C", "H", "H", "H", "H", "H", "H", "O", "C", "O", "C", "C", "C", "H", "H", "H", "H", "H", "H", "O", "C", "O", "C", "C", "C", "H", "H", "H", "H", "H", "H"], "xyz": [[-0.1163, 0.7122, -0.0432], [-0.4472, -3.1702, -1.1197], [0.0689, -1.7603, -0.8395], [-0.0352, -0.7984, -1.6806], [0.4577, -1.2941, 0.2759], [-1.5325, -3.2513, -1.0582], [-0.0700, -3.8464, -0.3525], [-0.1542, -3.5403, -2.1022], [1.1072, 3.4803, 2.6559], [0.5786, 2.4334, 1.7196], [-0.0779, 2.7545, 0.7366], [0.8049, 1.2047, 1.8096], [1.0404, 4.5253, 2.3534], [2.1594, 3.2063, 2.7335], [0.5611, 3.4282, 3.5978], [-1.9145, 0.3691, 0.5207], [-2.7628, 0.4571, 0.9973], [3.4202, -5.1221, -3.8785], [3.6953, -4.3864, -2.9741], [2.9555, -3.6354, -2.0671], [3.7864, -3.0326, -1.0623], [5.1101, -2.7519, -1.7343], [5.1807, -3.9965, -2.6771], [4.0952, -3.6214, -0.1986], [3.3536, -2.1409, -0.6089], [5.8991, -2.6686, -0.9868], [5.0543, -1.8775, -2.3826], [5.6182, -4.8959, -2.2436], [5.7637, -3.8838, -3.5911], [-1.8574, -5.7055, 1.8796], [-2.6821, -4.8304, 1.7539], [-2.3771, -3.4624, 1.8533], [-3.4222, -2.5329, 1.7478], [-4.5058, -3.4860, 1.2283], [-4.1641, -4.9812, 1.6051], [-3.0001, -1.7345, 1.1376], [-3.5671, -2.2326, 2.7856], [-4.4026, -3.3839, 0.1480], [-5.5466, -3.2263, 1.4217], [-4.4078, -5.6946, 0.8179], [-4.5081, -5.3793, 2.5597], [-5.0237, 3.7310, 2.4359], [-5.5047, 2.7792, 1.9610], [-6.7258, 2.8937, 1.4763], [-7.2606, 1.7381, 0.8398], [-6.2061, 0.6421, 1.0597], [-4.9437, 1.3426, 1.6610], [-7.3106, 2.0272, -0.2100], [-8.2917, 1.4948, 1.0960], [-5.9375, 0.2364, 0.0843], [-6.6094, -0.2296, 1.5751], [-4.1418, 1.4146, 0.9263], [-4.5043, 0.9568, 2.5809], [-2.7480, 2.5686, 5.0242], [-1.8526, 1.6738, 5.2537], [-0.5872, 2.0370, 5.6978], [0.2874, 0.9890, 5.6519], [-0.6584, -0.2243, 5.9683], [-1.9264, 0.1490, 5.2562], [1.0330, 1.0611, 6.4437], [0.8049, 0.8917, 4.6975], [-0.9473, -0.4213, 7.0007], [-0.2275, -1.1528, 5.5935], [-2.8334, -0.2263, 5.7302], [-1.8573, -0.1476, 4.2096], [1.7511, 1.0780, -0.9945], [2.8139, 1.6005, -1.4289], [3.9590, 0.9806, -1.3370], [5.0596, 1.7498, -1.8342], [4.3485, 2.9158, -2.6338], [3.0142, 3.0283, -1.8777], [5.6405, 1.0956, -2.4843], [5.7498, 2.0699, -1.0538], [4.0085, 2.7539, -3.6567], [4.8496, 3.8778, -2.5264], [2.3052, 3.4072, -2.6139], [3.1228, 3.7688, -1.0853], [1.2623, 1.9334, -4.2407], [1.3758, 0.8071, -4.8135], [2.5049, 0.1431, -4.8600], [2.1967, -1.2287, -5.1047], [0.7357, -1.4115, -4.9856], [0.2724, -0.0845, -5.2810], [2.6799, -1.9507, -4.4464], [2.4631, -1.5139, -6.1224], [0.5196, -1.8796, -4.0252], [0.2478, -1.9819, -5.7759], [-0.6597, 0.2674, -4.8389], [0.2366, 0.1979, -6.3331], [-1.2078, 1.9199, -1.5810], [-2.1341, 2.3924, -2.2665], [-2.3847, 2.3080, -3.6317], [-3.1645, 3.3037, -4.3117], [-3.2768, 4.2527, -3.1303], [-2.8848, 3.5937, -1.8290], [-4.1475, 2.8490, -4.4350], [-2.6661, 3.6294, -5.2247], [-4.2601, 4.7164, -3.0510], [-2.6133, 5.1037, -3.2842], [-3.7550, 3.2501, -1.2697], [-2.2740, 4.0918, -1.0761], [3.5818, 1.0814, 4.7696], [3.8804, 0.3877, 3.8039], [4.7486, 0.8102, 2.9754], [5.0425, -0.0653, 1.9063], [3.9226, -1.0267, 2.0265], [3.4646, -1.0153, 3.4933], [5.8953, -0.7425, 1.9537], [4.9834, 0.2403, 0.8616], [4.0970, -2.0090, 1.5876], [3.1762, -0.5917, 1.3618], [3.9369, -1.6314, 4.2585], [2.3958, -0.9451, 3.6955]], "forces_ev_per_angstrom": [[-0.01, -1.06, 1.90], [0.92, 0.00, 0.57], [-0.97, 3.09, -0.73], [-0.96, -1.47, -1.35], [-0.05, -1.06, 1.45], [-0.03, 0.60, 0.03], [0.11, -0.02, -0.05], [0.14, 0.24, 0.03], [0.34, -0.53, 0.33], [-0.17, 1.07, -0.13], [-1.53, 1.50, -2.49], [0.74, -2.09, 0.59], [-0.26, -0.36, -0.64], [0.09, 0.19, 0.78], [0.38, -0.31, 0.26], [0.00, -0.57, -0.18], [1.71, 0.25, -0.26], [-1.59, 0.66, 1.14], [3.14, 1.60, 0.41], [-1.00, -1.36, -0.41], [1.09, 0.82, 0.23], [-0.05, -0.97, -1.36], [-0.07, -0.11, 0.34], [-0.95, -1.10, -0.12], [-0.68, -0.05, -0.65], [0.13, 0.04, -0.29], [0.12, 0.24, 0.22], [0.07, 0.05, 0.54], [-0.36, 0.31, -0.11], [-0.65, 1.35, -0.31], [1.04, 0.54, 0.67], [2.76, -2.71, -0.01], [-0.27, -1.96, 1.24], [-1.54, -0.02, -1.03], [0.46, 1.80, -0.45], [-0.74, 0.15, -0.24], [-0.48, 0.64, -0.07], [-0.17, -0.41, -0.25], [0.10, 0.19, 0.30], [-0.01, 0.14, 0.08], [-0.39, 0.33, 0.02], [1.94, 1.52, 1.37], [0.37, -1.97, -1.10], [-2.65, -0.09, -0.21], [1.01, 0.26, -0.83], [0.58, -0.67, -0.52], [-1.41, 0.83, 0.26], [0.00, -0.25, -0.23], [0.23, 0.16, 0.77], [0.06, -0.02, -0.07], [0.18, 0.28, 0.57], [-0.22, 0.34, -0.04], [-0.27, -0.20, 0.00], [4.28, -4.51, 0.93], [-3.04, 4.21, 0.21], [-2.33, 2.23, -1.08], [0.18, -2.93, 1.57], [0.77, -0.82, -0.56], [0.00, 0.83, -0.77], [0.04, 0.39, -0.15], [-0.16, 0.01, -0.16], [0.74, 0.55, 0.34], [-0.04, -0.06, -0.05], [-0.02, 0.21, -0.27], [-0.33, -0.15, -0.17], [3.13, 1.16, -1.15], [-4.11, 0.39, 2.39], [0.49, -1.11, 0.32], [-0.18, 0.81, -2.23], [-0.07, 0.21, 1.40], [0.54, 0.21, -1.22], [-0.14, -0.06, -0.04], [-0.54, 0.19, 0.35], [1.00, -0.60, -0.14], [0.38, -0.26, -0.35], [-0.56, -0.43, 0.57], [-0.38, -0.53, 0.54], [0.89, -3.36, -2.57], [-1.77, 4.14, 3.70], [1.33, -0.52, 0.35], [1.11, -2.09, -1.42], [-1.04, -2.18, -0.26], [-1.49, 4.04, 0.47], [0.59, 0.73, 0.27], [0.60, 0.40, -0.12], [-0.61, 0.71, 0.09], [0.70, -0.98, 0.15], [0.01, -0.16, 0.06], [-0.26, -0.65, -0.49], [-2.81, -0.02, -3.51], [2.56, 1.86, -0.01], [2.55, -3.67, 0.23], [-0.54, -0.90, 3.37], [-0.40, 3.42, -0.07], [-0.92, -1.03, 0.70], [0.08, 0.01, -0.86], [-0.06, -0.04, 0.31], [-0.10, -0.10, -0.10], [0.16, 0.07, -0.08], [-0.28, -0.03, 0.05], [-0.02, 0.48, -0.44], [-0.11, -1.03, -1.17], [-1.52, 0.29, 4.26], [3.71, 2.67, -3.13], [-0.22, -2.52, -0.33], [-2.38, -1.80, -0.72], [-0.49, 1.40, -0.31], [1.12, 1.14, 0.97], [0.29, 1.46, 0.48], [0.32, -0.08, 0.26], [-0.93, -0.24, 0.52], [0.13, -0.42, -0.44], [-0.14, -0.80, -0.44]], "mulliken_spin": [2.9619, -0.0026, -0.0177, 0.0526, -0.0375, -0.0001, 0.0014, -0.0009, -0.0043, 0.0067, 0.0156, -0.0514, -0.0004, 0.0009, 0.0005, 0.0176, 0.0027, 0.0000, 0.0000, -0.0002, -0.0020, -0.0001, 0.0000, 0.0001, 0.0010, 0.0000, 0.0000, 0.0000, 0.0000, 0.0000, 0.0002, 0.0011, -0.0004, 0.0008, 0.0000, 0.0053, -0.0013, -0.0001, 0.0000, 0.0000, 0.0000, 0.0000, 0.0002, 0.0000, 0.0000, 0.0005, -0.0105, 0.0000, 0.0000, -0.0001, 0.0000, 0.0103, -0.0002, 0.0002, -0.0001, -0.0002, 0.0018, -0.0004, -0.0014, 0.0000, 0.0002, 0.0000, 0.0000, -0.0001, 0.0031, -0.0424, 0.0206, -0.0029, -0.0001, 0.0006, 0.0005, -0.0001, 0.0001, 0.0001, 0.0000, -0.0003, 0.0003, -0.0002, 0.0000, 0.0002, -0.0002, 0.0018, -0.0003, -0.0001, 0.0000, 0.0003, 0.0001, 0.0002, 0.0000, 0.0498, 0.0176, 0.0004, 0.0000, 0.0006, 0.0003, 0.0000, 0.0000, -0.0001, 0.0000, 0.0001, 0.0007, 0.0000, -0.0002, 0.0001, 0.0006, -0.0032, -0.0003, 0.0000, -0.0001, 0.0001, 0.0030, 0.0000, -0.0006]}

2.
{"formula": "C36H55N12PRhSb", "method": "ωB97M-V with the def2-TZVPD basis set", "multiplicity": 1, "total_energy_ev": -74903.31700, "fmax_ev_per_a": 1.7, "charge": 4, "homo_lumo_gap_ev": 2.9425, "species": ["Rh", "C", "N", "C", "C", "N", "N", "C", "N", "N", "H", "H", "H", "H", "H", "H", "H", "H", "H", "H", "H", "C", "N", "C", "N", "C", "N", "C", "P", "C", "C", "H", "H", "H", "H", "H", "H", "H", "H", "H", "H", "H", "H", "H", "C", "C", "C", "C", "N", "C", "N", "N", "N", "H", "H", "H", "H", "H", "H", "H", "H", "H", "H", "C", "C", "C", "C", "C", "C", "C", "Sb", "C", "C", "C", "C", "C", "C", "C", "C", "C", "C", "C", "C", "C", "C", "H", "H", "H", "H", "H", "H", "H", "H", "H", "H", "H", "H", "H", "H", "H", "H", "H", "H", "H", "H", "H"], "xyz": [[1.0359, 2.5027, -0.8474], [-0.7323, 3.7155, -5.9493], [-1.0242, 3.4060, -4.5504], [-2.4060, 3.4475, -4.0881], [-0.0607, 3.1281, -3.6499], [-0.2878, 2.7618, -2.4279], [1.2359, 3.2545, -4.1216], [2.4322, 2.9366, -3.5123], [3.5043, 3.1738, -4.3046], [2.5302, 2.4911, -2.2994], [-1.6608, 3.6871, -6.5097], [-0.0741, 2.9669, -6.3931], [-0.3058, 4.7148, -6.0706], [-3.0364, 3.8017, -4.8968], [-2.5166, 4.1360, -3.2484], [-2.7595, 2.4555, -3.7945], [-1.2687, 2.6561, -2.2114], [1.3221, 3.6767, -5.0306], [3.4158, 3.4297, -5.2725], [4.4329, 2.9745, -3.9772], [3.5014, 2.3758, -2.0475], [5.0476, 1.4675, 2.4423], [4.3367, 2.8116, 2.6715], [3.3497, 2.6314, 3.8401], [2.4547, 1.5600, 3.5785], [3.1877, 0.3191, 3.3510], [4.1020, 0.4315, 2.2185], [3.3961, 0.5561, 0.9369], [2.3337, 2.0697, 0.8582], [3.6306, 3.2759, 1.4267], [1.5075, 1.8573, 2.4979], [5.6288, 1.2756, 3.3442], [5.7157, 1.6002, 1.5924], [5.0335, 3.5101, 2.9402], [2.8263, 3.5791, 3.9618], [3.9609, 2.4243, 4.7187], [2.4787, -0.4841, 3.1589], [3.7600, 0.0735, 4.2464], [2.7624, -0.3196, 0.7889], [4.1274, 0.5682, 0.1250], [3.1550, 4.2336, 1.6370], [4.3814, 3.4268, 0.6498], [0.7796, 1.0478, 2.4195], [0.9627, 2.7681, 2.7397], [1.5689, 6.3539, 3.6154], [0.0523, 6.3369, 3.7758], [-0.4379, 5.0903, 4.5056], [-0.7032, 6.5700, 2.4670], [-0.7980, 5.3938, 1.5785], [-1.8812, 4.9112, 0.9621], [-1.5317, 3.8910, 0.2135], [-0.2063, 3.7818, 0.3829], [0.2515, 4.6618, 1.2064], [2.0476, 6.3271, 4.5951], [1.9113, 7.2558, 3.1068], [1.9071, 5.4933, 3.0340], [-0.2200, 7.2035, 4.3847], [-0.1595, 4.1790, 3.9697], [-1.5224, 5.0891, 4.6272], [0.0011, 5.0372, 5.5014], [-0.2626, 7.3784, 1.8840], [-1.7371, 6.8337, 2.6864], [-2.8746, 5.3118, 1.0746], [-4.7121, -3.4931, -0.7376], [-4.4252, -4.5966, -1.7057], [-5.4688, -5.2719, -2.3174], [-5.2382, -6.2835, -3.2442], [-3.9430, -6.6779, -3.5972], [-2.8746, -6.0580, -3.0033], [-3.1191, -5.0579, -2.0225], [-1.4236, -4.4596, -1.0918], [-1.3804, -3.5276, 0.7684], [-1.1370, -4.4915, 1.7549], [-1.3622, -4.1392, 3.0745], [-1.7955, -2.8531, 3.3711], [-1.9734, -1.9048, 2.3712], [-1.7425, -2.2011, 1.0295], [-1.9022, -1.1296, -0.0104], [-0.0045, -5.9746, -1.2463], [1.2405, -5.6310, -1.7932], [2.1968, -6.6126, -1.9517], [1.9022, -7.9165, -1.5632], [0.6679, -8.2345, -1.0208], [-0.3348, -7.2795, -0.8532], [-1.6506, -7.7075, -0.2605], [-5.0895, -3.9032, 0.2022], [-5.4830, -2.8343, -1.1360], [-3.8378, -2.8844, -0.5170], [-6.4876, -4.9906, -2.0811], [-6.0853, -6.7652, -3.7167], [-3.7889, -7.4567, -4.3313], [-1.8632, -6.3547, -3.2545], [-0.8121, -5.4967, 1.5101], [-1.2197, -4.8712, 3.8578], [-1.9978, -2.5847, 4.3999], [-2.3099, -0.9091, 2.6339], [-2.7764, -0.5189, 0.2211], [-2.0423, -1.5326, -1.0208], [-1.0627, -0.4182, -0.0326], [1.4589, -4.6171, -2.1073], [3.1587, -6.3717, -2.3821], [2.6435, -8.6949, -1.6859], [0.4642, -9.2546, -0.7176], [-1.4862, -8.2441, 0.6743], [-2.1725, -8.3899, -0.9330], [-2.3320, -6.8809, -0.0459]], "forces_ev_per_angstrom": [[0.46, 1.66, -0.08], [-0.01, 0.00, -0.02], [0.01, 0.01, 0.04], [-0.02, 0.02, -0.02], [-0.06, -0.14, -0.03], [0.10, -0.05, 0.18], [0.07, -0.06, 0.00], [0.02, 0.09, -0.06], [0.00, -0.02, 0.09], [-0.29, -0.41, -0.13], [0.00, 0.01, 0.00], [0.00, 0.00, 0.00], [0.01, 0.00, 0.00], [0.00, 0.01, 0.00], [0.00, -0.01, 0.01], [0.00, 0.00, 0.00], [-0.01, 0.18, 0.02], [0.00, 0.01, 0.02], [0.00, 0.00, 0.02], [-0.01, 0.00, -0.01], [-0.01, -0.17, -0.02], [-0.01, 0.02, 0.02], [-0.01, 0.03, -0.03], [0.02, -0.02, -0.01], [-0.08, 0.02, 0.05], [0.02, 0.05, -0.01], [0.05, -0.06, -0.08], [0.09, 0.13, 0.05], [-0.15, -0.18, 0.13], [0.02, -0.04, 0.06], [0.17, 0.00, 0.06], [0.00, 0.00, 0.00], [0.00, -0.01, 0.00], [0.00, -0.01, 0.01], [-0.01, -0.01, 0.00], [0.00, 0.00, 0.00], [0.00, -0.01, 0.01], [0.01, 0.00, 0.00], [0.02, -0.02, 0.00], [-0.02, -0.04, -0.02], [-0.01, 0.03, -0.01], [0.00, 0.02, 0.00], [0.00, -0.01, 0.02], [-0.05, 0.02, -0.01], [0.01, 0.00, 0.01], [-0.06, 0.00, 0.02], [-0.02, 0.03, 0.01], [0.00, -0.01, -0.04], [0.13, -0.08, 0.03], [-0.03, 0.01, 0.02], [0.03, 0.06, -0.08], [-0.33, -0.98, -0.01], [-0.02, 0.15, -0.10], [0.00, -0.01, -0.01], [-0.01, 0.00, 0.00], [0.00, -0.02, -0.02], [0.02, 0.02, -0.01], [0.00, -0.03, -0.01], [0.00, 0.01, 0.00], [0.00, 0.00, -0.01], [0.03, 0.01, 0.04], [-0.01, 0.01, -0.05], [0.00, 0.00, 0.00], [0.00, -0.01, 0.02], [0.07, -0.02, -0.13], [-0.03, 0.00, 0.05], [-0.03, -0.01, -0.02], [0.04, -0.03, 0.02], [-0.08, 0.02, 0.06], [-0.03, 0.31, -0.31], [-0.29, -0.83, 0.66], [0.07, 0.35, -0.35], [0.06, 0.08, 0.02], [-0.07, -0.07, 0.00], [-0.01, -0.01, 0.01], [0.05, 0.03, -0.05], [-0.07, -0.04, 0.17], [-0.11, 0.23, 0.02], [0.11, 0.19, -0.17], [0.01, -0.02, 0.06], [-0.02, -0.01, -0.03], [0.01, 0.01, -0.01], [-0.03, -0.02, 0.03], [0.01, -0.02, -0.11], [0.05, -0.02, 0.00], [-0.01, 0.01, 0.00], [-0.01, -0.01, 0.01], [0.01, 0.01, 0.00], [0.00, 0.00, 0.00], [0.00, 0.01, 0.00], [0.00, 0.00, 0.00], [0.01, 0.02, -0.02], [0.06, 0.02, 0.00], [0.01, 0.01, 0.00], [0.03, 0.01, 0.00], [0.04, 0.00, 0.01], [-0.07, -0.08, -0.06], [0.12, 0.01, 0.01], [0.00, -0.38, -0.03], [0.01, 0.01, 0.04], [0.00, 0.00, 0.01], [0.01, 0.00, 0.00], [0.01, 0.00, 0.01], [0.00, 0.01, 0.00], [-0.01, 0.01, 0.00], [-0.01, 0.02, 0.04]], "lowdin_charge": [0.4759, -0.0194, -0.1368, -0.0244, -0.4033, 0.0156, 0.1664, -0.4622, 0.1808, -0.0056, 0.0999, 0.0999, 0.1076, 0.0981, 0.0991, 0.0968, 0.0360, 0.1239, 0.1223, 0.1218, 0.0595, -0.0963, -0.0577, -0.0901, -0.1356, -0.1478, -0.1432, -0.2799, 0.8262, -0.2143, -0.2863, 0.1531, 0.1486, 0.1895, 0.1293, 0.1541, 0.1356, 0.1461, 0.0923, 0.0975, 0.0814, 0.1064, 0.0922, 0.0534, -0.0689, -0.3971, -0.0563, -0.0730, -0.0727, -0.0954, 0.0598, -0.1814, 0.0912, 0.0910, 0.0914, 0.0256, 0.1493, 0.0498, 0.0899, 0.0925, 0.1403, 0.1368, 0.1460, -0.0160, -0.2584, 0.0119, 0.0397, -0.0142, -0.1017, -0.3281, 1.9826, -0.3128, -0.0979, -0.0260, -0.0065, -0.0086, -0.3076, -0.0499, -0.3408, -0.1156, -0.0395, -0.0026, 0.0009, -0.2944, -0.0409, 0.1180, 0.1116, 0.0325, 0.1433, 0.1413, 0.1359, 0.1115, 0.1022, 0.1328, 0.1324, 0.1322, 0.1010, 0.0603, 0.0807, 0.1020, 0.1266, 0.1335, 0.1403, 0.1082, 0.1066, 0.0481]}

Number 1: molecular weight 875.81 g mol⁻¹. Number 2: molecular weight 911.56 g mol⁻¹.